ORCA calculation (wB97M-V/def2-TZVPD) on C31H57Cl2N3OP2W as an isolated structure at a distorted geometry.

Cartesian coordinates (Å):
P1 -0.234029 0.997895 -2.608608
C1 -1.880192 0.353633 -2.872798
C2 -2.380365 1.081161 -4.135015
C3 -3.820513 0.686604 -4.385022
C4 -4.022066 -0.838461 -4.417821
C5 -3.386764 -1.603422 -3.239397
C6 -1.948948 -1.183329 -2.986611
C7 1.247358 0.239966 -3.259282
C8 1.171744 0.622268 -4.745546
C9 2.495461 0.276950 -5.393489
C10 2.915688 -1.182816 -5.149402
C11 2.792775 -1.661206 -3.685832
C12 1.462876 -1.272932 -3.051655
C13 -0.137960 2.823327 -2.378478
C14 -1.278526 3.353639 -1.454659
C15 -1.246631 4.888121 -1.408844
C16 0.134217 5.430213 -0.985153
C17 1.321487 4.804239 -1.748677
C18 1.224413 3.272833 -1.778565
H1 -2.497677 0.641491 -2.015586
H2 -1.732738 0.799372 -4.971409
H3 -2.302016 2.162395 -3.986686
H4 -4.166546 1.157038 -5.311102
H5 -4.420412 1.098817 -3.570662
H6 -5.096510 -1.058863 -4.440244
H7 -3.574532 -1.223195 -5.341498
H8 -3.952014 -1.398974 -2.328302
H9 -3.427638 -2.685196 -3.400892
H10 -1.555689 -1.615388 -2.056857
H11 -1.304473 -1.513465 -3.815717
H12 2.100167 0.742095 -2.782251
H13 3.251871 0.936344 -4.962773
H14 0.967257 1.692470 -4.849623
H15 0.346975 0.067076 -5.207322
H16 2.436112 0.502688 -6.466880
H17 3.950278 -1.325637 -5.477733
H18 2.271886 -1.829552 -5.759267
H19 2.945093 -2.744053 -3.611293
H20 3.585818 -1.194412 -3.091717
H21 1.434941 -1.483771 -1.977408
H22 0.642049 -1.839956 -3.520280
H23 -0.257223 3.184504 -3.447279
H24 -2.278315 2.981294 -1.754648
H25 -1.157199 2.951573 -0.442340
H26 -1.459302 5.229583 -2.423841
H27 -2.025511 5.281034 -0.740109
H28 0.271319 5.260070 0.097736
H29 0.150854 6.516773 -1.139917
H30 2.269586 5.134837 -1.317274
H31 1.280517 5.125052 -2.795946
H32 2.098577 2.815961 -2.279244
H33 1.311111 2.892764 -0.752180
W1 0.377924 0.696238 2.268600
Cl1 2.619235 1.385280 1.488243
Cl2 -1.550239 2.131722 2.611390
C19 -0.348475 -0.968625 0.798966
H34 -1.305197 -1.035974 0.185616
C20 0.338845 -2.211395 0.578622
C21 1.784886 -2.377992 0.591348
C22 2.359841 -3.660126 0.659363
C23 1.544514 -4.807021 0.713825
C24 0.131828 -4.705323 0.654319
C25 -0.444218 -3.429447 0.535124
H35 2.432502 -1.516515 0.583682
H36 3.469891 -3.774058 0.661527
H37 -0.498393 -5.603570 0.686236
H38 -1.530639 -3.314418 0.501411
H39 2.000318 -5.807805 0.780918
C26 -2.029595 -1.340029 3.824018
N1 -1.294750 -0.429917 4.687923
C27 -2.029647 0.633138 5.369278
P2 0.335705 -0.544013 4.845377
O1 1.294024 -0.368895 3.660111
N2 0.864191 0.559146 5.931933
C28 2.263333 0.290096 6.413851
C29 0.687534 2.014605 5.630435
N3 0.845213 -2.077839 5.158964
C30 0.232755 -2.726519 6.299576
C31 1.513207 -2.928263 4.173616
H40 -2.939477 -0.789741 3.449754
H41 -2.376026 -2.236548 4.369459
H42 -1.456971 -1.660103 2.943485
H43 -1.631718 0.853838 6.330821
H44 -2.078888 1.526631 4.724375
H45 -3.093137 0.269485 5.493611
H46 3.005590 0.539170 5.674823
H47 2.390087 0.937208 7.293773
H48 2.339690 -0.743934 6.706581
H49 0.679786 2.233853 4.560696
H50 -0.257415 2.353666 6.080462
H51 1.493834 2.533083 6.103470
H52 0.119473 -3.805693 6.082124
H53 0.857796 -2.614460 7.198910
H54 -0.753102 -2.305584 6.500430
H55 0.790526 -3.517147 3.590359
H56 2.140213 -2.360900 3.497294
H57 2.168475 -3.644802 4.730730

Atoms 1-2, force components in eV/Å:
P 0.72 -0.48 5.61
C 0.01 0.30 -1.46

Summary:
LUMO energy (alpha / beta)	-0.00619 / -0.00143	hartree
2S+1	3
E_HOMO (alpha / beta)	-0.1994 / -0.1993	Ha
total energy	-3125.00353	Eh
frontier orbital gap (alpha / beta)	5.257 / 5.383	eV
<S²>	2.05